[1]
C14H35F2NNbO13P2 as an isolated structure, computed with the ωB97M-V functional and the def2-TZVPD basis.

Positions of all 68 atoms, in Å:
C  -4.93  -0.23  0.65
C  -5.32  -0.81  -0.83
C  -3.93  -0.86  -1.73
O  -3.08  0.34  -1.59
Nb  -1.10  -0.16  -1.03
O  -1.35  1.05  0.69
C  -0.91  -1.50  -2.91
O  -0.34  -2.82  -2.61
C  -1.31  -3.73  -1.99
C  -0.95  -5.34  -2.17
N  0.86  -0.84  -0.47
C  1.84  0.29  -0.23
O  3.16  0.01  -0.41
F  1.52  1.69  0.12
C  0.84  -1.86  0.65
O  0.27  -1.59  1.83
F  1.42  -3.24  0.48
H  -5.84  -0.37  1.39
H  -4.76  0.92  0.54
H  -3.95  -0.78  1.06
H  -5.65  -1.95  -0.67
H  -6.16  -0.20  -1.37
H  -3.38  -1.87  -1.49
H  -4.28  -0.92  -2.86
H  -1.78  -1.56  -0.04
H  -0.43  1.22  -2.01
H  -2.15  0.80  1.23
H  -0.13  -0.94  -3.61
H  -1.91  -1.55  -3.53
H  -1.27  -3.53  -0.82
H  -2.40  -3.60  -2.44
H  -1.85  -5.92  -1.66
H  -0.91  -5.56  -3.32
H  0.06  -5.57  -1.61
C  -5.56  4.94  5.52
O  -4.23  4.48  5.47
P  -3.78  3.52  4.26
O  -4.81  3.26  3.21
O  -3.24  2.21  5.01
C  -4.19  1.42  5.70
O  -2.43  4.23  3.74
C  -1.74  3.58  2.69
H  -6.17  4.23  6.08
H  -5.59  5.90  6.02
H  -5.98  5.07  4.51
H  -5.15  1.40  5.17
H  -4.33  1.83  6.71
H  -3.81  0.40  5.78
H  -2.36  3.58  1.79
H  -1.49  2.56  2.97
H  -0.82  4.13  2.49
C  5.70  1.26  -1.63
O  7.03  0.81  -1.67
P  7.48  -0.15  -2.89
O  6.45  -0.41  -3.94
O  8.02  -1.47  -2.13
C  7.08  -2.25  -1.44
O  8.83  0.55  -3.40
C  9.52  -0.09  -4.46
H  5.09  0.55  -1.06
H  5.68  2.23  -1.12
H  5.28  1.39  -2.63
H  6.12  -2.27  -1.97
H  6.93  -1.85  -0.44
H  7.46  -3.27  -1.37
H  8.91  -0.09  -5.36
H  9.77  -1.12  -4.17
H  10.44  0.46  -4.66

The charge is -1. The LUMO energy comes out at 1.704 eV.

[2]
C40H43AsN3O2PPdSi as an isolated structure, computed with the ωB97M-V functional and the def2-TZVPD basis.

Positions of all 92 atoms, in Å:
Pd  1.51  -0.21  -2.64
N  -0.03  0.59  -3.95
C  -0.36  2.03  -4.12
C  -1.54  2.40  -3.17
O  -2.67  2.44  -3.70
O  -1.23  2.56  -1.96
H  0.35  0.22  -4.82
H  -0.89  0.07  -3.77
H  -0.68  2.24  -5.15
H  0.53  2.61  -3.88
C  -1.09  -1.78  2.05
C  -2.05  -0.62  2.28
As  -3.57  -1.09  3.42
C  -4.37  -2.45  2.25
C  -4.43  -2.29  0.86
C  -4.98  -3.29  0.07
C  -5.47  -4.45  0.66
C  -5.41  -4.62  2.03
C  -4.86  -3.61  2.82
C  -4.78  0.38  2.94
C  -4.41  1.44  2.12
C  -5.32  2.44  1.80
C  -6.61  2.40  2.32
C  -6.98  1.36  3.15
C  -6.07  0.36  3.46
P  0.14  -1.56  0.64
C  -1.09  -1.38  -0.71
C  -1.85  -0.25  -1.01
C  -2.82  -0.28  -2.01
C  -3.05  -1.46  -2.71
C  -2.30  -2.60  -2.42
C  -1.32  -2.55  -1.43
C  0.75  0.11  1.07
C  1.35  0.24  2.32
C  1.92  1.43  2.73
C  1.90  2.53  1.89
C  1.31  2.42  0.64
C  0.74  1.22  0.22
H  -1.64  -2.69  1.79
H  -0.52  -2.01  2.95
H  -2.45  -0.29  1.32
H  -1.54  0.23  2.73
H  -4.04  -1.40  0.38
H  -5.00  -3.16  -1.00
H  -5.89  -5.24  0.03
H  -5.79  -5.52  2.49
H  -4.80  -3.75  3.90
H  -3.42  1.50  1.70
H  -5.01  3.25  1.15
H  -7.32  3.18  2.06
H  -7.99  1.32  3.55
H  -6.37  -0.46  4.11
H  -1.67  0.70  -0.53
H  -3.34  0.63  -2.27
H  -3.79  -1.48  -3.50
H  -2.45  -3.51  -2.98
H  -0.71  -3.42  -1.24
H  1.39  -0.62  2.99
H  2.39  1.50  3.71
H  2.36  3.47  2.20
H  1.28  3.26  -0.04
H  0.32  1.18  -0.77
N  4.39  1.48  -1.93
C  5.65  1.06  -1.69
N  6.54  2.02  -1.70
C  5.80  3.17  -1.94
C  6.20  4.50  -2.05
C  5.23  5.46  -2.30
C  3.88  5.10  -2.45
C  3.46  3.79  -2.35
C  4.44  2.84  -2.09
H  3.56  0.86  -2.01
H  5.85  0.01  -1.55
H  7.24  4.77  -1.93
H  5.52  6.50  -2.39
H  3.15  5.88  -2.64
H  2.42  3.51  -2.45
C  6.12  -3.28  0.02
Si  4.66  -2.22  0.57
C  5.37  -0.78  1.56
C  3.63  -3.27  1.75
C  3.70  -1.63  -0.81
C  2.87  -1.07  -1.53
H  6.70  -3.65  0.87
H  6.79  -2.71  -0.63
H  5.77  -4.14  -0.56
H  5.96  -1.12  2.42
H  4.56  -0.15  1.92
H  6.01  -0.16  0.93
H  4.21  -3.60  2.61
H  3.24  -4.15  1.23
H  2.77  -2.69  2.10

The charge is -2. The LUMO energy comes out at 3.981 eV. As for the relative energy (zero: lowest compared OMol25 entry of this formula, charge and spin): 2.3 kcal/mol.

[3]
C51H83BN11OP2Si2Sr as an isolated structure, computed with the ωB97M-V functional and the def2-TZVPD basis.

Positions of all 152 atoms, in Å:
Sr  0.93  0.12  0.57
C  2.86  2.18  5.81
C  2.93  0.87  5.32
N  1.86  0.56  4.60
N  1.09  1.67  4.61
C  1.66  2.65  5.34
B  -0.33  1.71  3.98
N  -0.33  2.55  2.66
C  -0.20  3.88  2.51
C  -0.34  4.19  1.17
C  -0.57  2.95  0.56
N  -0.55  1.96  1.45
N  -0.86  0.28  3.70
C  -1.98  -0.27  4.23
C  -2.13  -1.54  3.73
C  -1.05  -1.68  2.86
N  -0.29  -0.60  2.84
N  -1.24  2.39  5.04
C  -1.32  1.98  6.33
C  -2.11  2.88  7.01
C  -2.44  3.84  6.03
N  -1.91  3.54  4.85
H  3.58  2.71  6.42
H  3.71  0.14  5.45
H  1.17  3.61  5.48
H  -0.04  4.52  3.36
H  -0.31  5.16  0.71
H  -0.75  2.73  -0.48
H  -2.59  0.27  4.94
H  -2.91  -2.25  3.96
H  -0.77  -2.54  2.26
H  -0.83  1.09  6.67
H  -2.39  2.87  8.05
H  -3.05  4.73  6.13
C  -1.82  -0.37  -3.28
P  -2.32  -0.74  -1.56
C  -4.17  -0.41  -1.74
N  -4.66  -0.51  -2.95
C  -6.00  -0.40  -3.14
C  -6.53  -0.48  -4.45
C  -7.88  -0.42  -4.64
C  -8.75  -0.28  -3.53
C  -8.26  -0.21  -2.26
C  -6.86  -0.26  -2.05
N  -6.36  -0.12  -0.79
C  -5.06  -0.14  -0.62
P  -4.42  0.29  1.08
C  -5.65  -0.62  2.09
C  -5.05  2.07  1.21
C  -6.57  2.24  1.31
C  -4.53  2.83  -0.01
C  -4.41  2.64  2.47
C  -2.31  -2.62  -1.50
C  -2.94  -3.30  -2.72
C  -0.83  -3.01  -1.41
C  -3.04  -3.06  -0.22
H  -2.48  -0.83  -4.00
H  -0.77  -0.68  -3.44
H  -1.85  0.71  -3.41
H  -5.84  -0.60  -5.28
H  -8.29  -0.48  -5.64
H  -9.82  -0.24  -3.70
H  -8.91  -0.09  -1.40
H  -6.65  -0.56  1.66
H  -5.65  -0.22  3.11
H  -5.35  -1.67  2.14
H  -7.09  1.76  0.49
H  -6.80  3.31  1.30
H  -6.95  1.84  2.25
H  -5.03  2.50  -0.93
H  -3.45  2.67  -0.13
H  -4.70  3.90  0.11
H  -4.73  2.10  3.37
H  -4.69  3.69  2.60
H  -3.32  2.59  2.42
H  -2.33  -3.14  -3.61
H  -3.95  -2.94  -2.92
H  -2.99  -4.38  -2.53
H  -0.28  -2.72  -2.30
H  -0.75  -4.09  -1.29
H  -0.34  -2.54  -0.55
H  -4.11  -2.84  -0.28
H  -2.64  -2.54  0.66
H  -2.92  -4.13  -0.08
C  6.22  -0.51  2.07
C  5.05  0.03  1.24
C  4.19  0.93  2.14
C  5.64  0.94  0.15
Si  3.83  -1.35  0.47
C  4.74  -2.06  -1.12
C  4.70  -1.00  -2.25
C  3.98  -3.30  -1.62
C  6.21  -2.49  -0.94
C  3.62  -2.81  1.80
C  3.29  -2.21  3.17
C  2.39  -3.63  1.40
C  4.80  -3.78  1.97
H  6.86  0.32  2.40
H  6.84  -1.20  1.51
H  5.88  -1.02  2.97
H  4.83  1.61  2.72
H  3.59  0.36  2.84
H  3.52  1.55  1.53
H  6.16  1.78  0.64
H  4.86  1.35  -0.50
H  6.37  0.42  -0.47
H  4.51  -1.47  -3.21
H  5.65  -0.46  -2.32
H  3.90  -0.27  -2.11
H  2.92  -3.09  -1.77
H  4.08  -4.14  -0.93
H  4.39  -3.62  -2.59
H  6.84  -1.66  -0.60
H  6.61  -2.84  -1.90
H  6.32  -3.30  -0.22
H  2.46  -1.50  3.14
H  4.15  -1.71  3.62
H  2.99  -3.02  3.86
H  1.49  -3.00  1.39
H  2.22  -4.43  2.14
H  2.47  -4.09  0.42
H  5.73  -3.26  2.18
H  4.95  -4.40  1.08
H  4.60  -4.46  2.81
O  1.99  2.12  -0.61
N  2.27  3.09  -1.40
C  2.60  4.30  -0.89
C  2.94  5.34  -1.73
C  2.93  5.16  -3.10
C  2.59  3.91  -3.60
C  2.26  2.89  -2.74
H  2.59  4.35  0.19
H  3.20  6.29  -1.29
H  3.21  5.97  -3.77
H  2.58  3.71  -4.66
H  2.00  1.88  -3.04
C  0.24  -2.52  -5.94
Si  1.70  -1.48  -5.29
C  3.17  -2.63  -5.64
C  1.89  -0.01  -6.47
C  1.47  -0.90  -3.64
H  0.40  -2.93  -6.95
H  -0.69  -1.93  -5.95
H  0.08  -3.37  -5.26
H  3.14  -3.05  -6.65
H  3.16  -3.47  -4.93
H  4.12  -2.11  -5.51
H  2.03  -0.32  -7.51
H  2.77  0.58  -6.19
H  1.01  0.64  -6.43
H  1.61  0.16  -3.38
H  1.49  -1.56  -2.77

The charge is -1. The LUMO energy comes out at 1.371 eV. As for the relative energy (zero: lowest compared OMol25 entry of this formula, charge and spin): 73.8 kcal/mol.

[4]
A 2-piece molecular cluster, C11H15N overall, computed with the ωB97M-V functional and the def2-TZVPD basis.

Positions of all 27 atoms, in Å:
C  -1.23  2.41  -0.48
C  -0.18  1.37  -0.28
C  0.93  1.15  -1.02
N  1.88  0.46  -0.31
C  1.31  0.09  0.90
C  1.86  -0.63  1.95
C  1.11  -0.70  3.11
C  -0.17  -0.17  3.22
C  -0.71  0.47  2.12
C  0.03  0.65  0.96
H  -1.19  2.93  -1.44
H  -1.15  3.18  0.29
H  -2.22  1.95  -0.58
H  1.22  1.74  -1.87
H  2.52  -0.15  -0.80
H  2.86  -1.02  1.92
H  1.52  -1.21  3.98
H  -0.78  -0.37  4.08
H  -1.72  0.89  2.12
C  -0.98  -1.34  -2.89
C  -0.40  -1.94  -1.62
H  -2.04  -1.56  -2.93
H  -0.84  -0.26  -2.92
H  -0.59  -1.76  -3.82
H  -0.82  -2.93  -1.41
H  -0.88  -1.40  -0.80
H  0.67  -1.86  -1.47

The LUMO energy comes out at 0.945 eV. As for the relative energy (zero: lowest compared OMol25 entry of this formula, charge and spin): 12.2 kcal/mol.

no.,E_HOMO (eV),E_tot (hartree)
1,-5.38,-2526.65170
2,-0.90,-4859.36263
3,-2.77,-3988.07356
4,-7.99,-482.89580